Entry 1:
This record from the OMol25 dataset describes a structure of composition CHBrF2N2O2. The level of theory is ωB97M-V with the def2-TZVPD basis set.

Structure (XYZ):
```
9
CHBrF2N2O2 (ωB97M-V with the def2-TZVPD basis set)
C 0.7681 0.0242 -0.4076
N 0.6178 1.3494 -1.0782
N 0.4971 -1.0066 -1.3163
O 1.5894 2.0893 -1.0383
O -0.4894 1.5497 -1.5375
F 0.3116 -2.2397 -0.7011
F 1.6482 -1.1236 -2.1141
Br 2.5449 0.0585 0.5794
H -0.2625 -0.0560 0.5782
```

Output
HOMO energy: -10.99 eV
max |F|: 0.117 Eh/bohr
ΔE to the lowest compared entry with this formula, charge and spin: 1.454 eV



Entry 2:
This record from the OMol25 dataset describes a structure of composition F3Mg3. The level of theory is ωB97M-V with the def2-TZVPD basis set.

Structure (XYZ):
```
6
F3Mg3 (ωB97M-V with the def2-TZVPD basis set)
Mg -20.0733 -15.3991 -4.9228
Mg -20.3122 -11.6198 -6.2035
Mg -17.3727 -13.3538 -4.2218
F -21.0439 -14.0402 -3.9707
F -19.0451 -12.7174 -5.4296
F -18.4960 -14.9302 -3.8921
```

Output
HOMO energy: -22.92 eV
net charge: +3
max |F|: 0.057 Eh/bohr



Entry 3:
This record from the OMol25 dataset describes the molecule C2Cl2F2O. The level of theory is ωB97M-V with the def2-TZVPD basis set.

Structure (XYZ):
```
7
C2Cl2F2O (ωB97M-V with the def2-TZVPD basis set)
O 1.0695 -1.3137 -0.8829
C 0.8115 -0.2952 -0.3198
Cl 2.0296 0.8198 0.0454
C -0.6584 0.0982 0.2115
F -0.4710 0.2776 1.5627
F -1.4006 -1.0488 0.0860
Cl -1.3806 1.4621 -0.7029
```

Output
HOMO energy: -11.45 eV
max |F|: 0.044 Eh/bohr
ΔE to the lowest compared entry with this formula, charge and spin: 0.000 eV
SMILES: O=C(Cl)C(F)(F)Cl



Entry 4:
This record from the OMol25 dataset describes a structure of composition C35H30ClIMgNO8P3S2. The level of theory is ωB97M-V with the def2-TZVPD basis set.

Structure (XYZ):
```
82
C35H30ClIMgNO8P3S2 (ωB97M-V with the def2-TZVPD basis set)
Mg 1.4727 -0.6173 0.1058
C 3.8838 -3.7026 3.2032
C 3.3799 -2.3068 2.8565
O 3.5510 -1.4927 4.0326
P 1.5638 -2.3656 2.6138
O 1.0536 -2.6262 4.1074
O 1.1525 -3.6891 1.8688
O 0.9280 -1.1627 2.0064
P 4.2866 -1.6626 1.3283
O 4.7642 -0.2135 1.7770
O 5.4595 -2.5246 1.0672
O 3.1878 -1.5635 0.2870
H 3.3697 -4.0879 4.0874
H 4.9544 -3.6402 3.3899
H 3.7245 -4.3836 2.3693
H 3.6773 -0.5685 3.7563
H 1.6239 -2.0842 4.6814
H 0.8481 -3.4477 0.9475
H 4.0373 0.4591 1.8943
Cl -0.7393 -3.3561 -6.0803
C -0.3578 -3.0992 -4.3883
C -0.8361 -3.9723 -3.4562
C -0.5550 -3.7879 -2.0932
I -1.3070 -5.1535 -0.7123
C 0.1989 -2.7154 -1.6177
O 0.4633 -2.4765 -0.3906
C 0.6874 -1.7969 -2.6335
N 1.3819 -0.7299 -2.1655
C 1.8596 0.1432 -3.0192
C 1.6706 0.0232 -4.4086
C 0.9546 -1.0287 -4.8987
C 0.4310 -1.9866 -4.0049
H -1.4383 -4.8143 -3.7694
H 2.3950 0.9850 -2.5959
H 2.0795 0.7794 -5.0651
H 0.7703 -1.1365 -5.9594
S 1.7474 1.8626 -0.3154
C 1.8462 3.1688 0.8668
C 1.5330 4.4477 0.3848
C 1.5653 5.5790 1.1819
C 1.9313 5.4484 2.5174
C 2.2408 4.1948 3.0137
C 2.1980 3.0263 2.2311
S 2.4798 1.4888 3.0158
H 1.2512 4.5324 -0.6589
H 1.3071 6.5466 0.7651
H 1.9726 6.3155 3.1689
H 2.5200 4.0772 4.0543
C -4.7013 -2.6049 1.1919
C -3.4004 -2.7534 1.6452
C -2.4038 -1.8961 1.1952
C -2.7003 -0.8735 0.2970
C -4.0139 -0.7306 -0.1502
C -5.0066 -1.5915 0.2900
P -1.2977 0.2368 -0.1378
C -1.7148 0.7337 -1.8522
C -1.3807 2.0128 -2.3030
C -1.5636 2.3606 -3.6334
C -2.0698 1.4371 -4.5390
C -2.3833 0.1564 -4.1067
C -2.2022 -0.1922 -2.7753
C -1.7327 1.7176 0.8402
C -2.8137 2.5508 0.5526
C -3.0769 3.6517 1.3509
C -2.2628 3.9272 2.4458
C -1.1937 3.0977 2.7416
C -0.9269 1.9938 1.9398
H -5.4778 -3.2797 1.5328
H -3.1487 -3.5462 2.3387
H -1.3817 -2.0157 1.5351
H -4.2608 0.0558 -0.8536
H -6.0221 -1.4722 -0.0700
H -0.9503 2.7239 -1.6081
H -1.2939 3.3565 -3.9648
H -2.2030 1.7083 -5.5799
H -2.7501 -0.5843 -4.8081
H -2.4304 -1.2041 -2.4579
H -3.4400 2.3490 -0.3095
H -3.9108 4.3033 1.1143
H -2.4550 4.8022 3.0562
H -0.5321 3.3164 3.5701
H -0.0676 1.3679 2.1651
```

Output
HOMO energy: -1.36 eV
net charge: -2
max |F|: 0.002 Eh/bohr
ΔE to the lowest compared entry with this formula, charge and spin: 0.065 eV



Among the records above, which one has the highest HOMO energy?
C35H30ClIMgNO8P3S2



Please write out number 1 again, unchanged.
This record from the OMol25 dataset describes a structure of composition CHBrF2N2O2. The level of theory is ωB97M-V with the def2-TZVPD basis set.

Structure (XYZ):
```
9
CHBrF2N2O2 (ωB97M-V with the def2-TZVPD basis set)
C 0.7681 0.0242 -0.4076
N 0.6178 1.3494 -1.0782
N 0.4971 -1.0066 -1.3163
O 1.5894 2.0893 -1.0383
O -0.4894 1.5497 -1.5375
F 0.3116 -2.2397 -0.7011
F 1.6482 -1.1236 -2.1141
Br 2.5449 0.0585 0.5794
H -0.2625 -0.0560 0.5782
```

Output
HOMO energy: -10.99 eV
max |F|: 0.117 Eh/bohr
ΔE to the lowest compared entry with this formula, charge and spin: 1.454 eV



Which of these has the highest HOMO energy?
C35H30ClIMgNO8P3S2



HOMO energy of number 3 (C2Cl2F2O)?
-11.45 eV